{"formula": "C5H12NO", "method": "the ωB97M-V functional and the def2-TZVPD basis", "e_tot_ev": -8908.535, "total_charge": 1, "lumo_ev": -2.92, "e_homo_ev": -14.0, "gap_ev": 11.098, "species": ["C", "C", "C", "C", "C", "N", "O", "H", "H", "H", "H", "H", "H", "H", "H", "H", "H", "H", "H"], "positions_angstrom": [[1.3483, 0.2260, 0.9957], [-2.6924, 0.1864, -0.5108], [2.3008, -0.4610, 0.3466], [-3.1989, -0.7733, 0.4844], [2.4906, -0.3688, -1.0998], [0.6247, 1.3687, 0.4424], [-1.7208, 0.8788, -0.6301], [1.0370, 0.2501, 2.0764], [-3.3252, 0.4589, -1.3594], [2.7759, -1.3230, 0.7892], [-2.7967, -0.5449, 1.4804], [-2.6446, -1.6172, 0.1987], [-4.2726, -0.7571, 0.4776], [2.7639, 0.6998, -1.3484], [1.6633, -0.6859, -1.7617], [3.3028, -0.8952, -1.4958], [0.7620, 2.1469, 1.0520], [-0.5237, 1.2420, 0.2947], [0.8629, 1.2821, -0.5577]], "atomic_forces_ev_per_a": [[0.0, 0.1, 2.6], [-2.7, 1.2, -1.7], [-2.2, -0.6, 0.7], [1.4, 2.1, 1.1], [-0.3, 2.6, -1.7], [-2.3, -2.5, -1.9], [2.9, 0.6, 1.6], [1.1, -1.1, -1.0], [-1.1, -1.1, -0.2], [0.1, 0.2, 0.7], [-0.2, 0.1, -0.1], [-0.1, -2.1, -0.4], [-0.3, -0.7, -0.2], [-0.5, -0.8, -0.1], [-0.1, 0.3, 0.6], [1.4, -1.0, -0.1], [0.6, 1.3, -0.5], [1.9, -0.5, 0.3], [0.3, 1.9, 0.3]], "mulliken_charge": [-0.41, 0.18, 0.14, -0.92, -1.37, -0.28, -0.60, 0.38, 0.43, 0.36, 0.30, 0.30, 0.32, 0.38, 0.31, 0.35, 0.37, 0.39, 0.37]}